Model 1:
{"formula": "C7H8O", "method": "ωB97M-V/def2-TZVPD", "symbols": ["C", "C", "C", "C", "C", "C", "C", "H", "H", "H", "H", "H", "H", "H", "H", "O"], "positions_angstrom": [[-0.398, 1.699, -0.003], [0.137, 0.377, -0.268], [-0.772, -0.596, -0.729], [-2.163, -0.653, -0.076], [-3.291, -0.581, 0.441], [1.544, 0.011, -0.465], [2.146, -1.205, 0.197], [-0.015, 2.659, -0.483], [-1.457, 1.773, -0.174], [-0.365, 1.860, 1.391], [-0.254, -1.497, -0.890], [-4.216, -0.765, 1.073], [2.213, 0.319, -1.311], [2.747, -1.846, -0.261], [1.576, -1.698, 0.925], [2.567, 0.142, 0.634]], "gap_ev": 9.03, "lumo_energy_ev": 0.05, "homo_energy_ev": -8.98}



Model 2:
{"formula": "C7H8O", "method": "ωB97M-V/def2-TZVPD", "symbols": ["C", "C", "C", "C", "C", "C", "C", "O", "H", "H", "H", "H", "H", "H", "H", "H"], "positions_angstrom": [[0.012, -0.456, -0.056], [-0.885, -0.011, 0.741], [1.232, 0.407, 0.014], [1.301, 0.805, 1.400], [1.922, 1.045, -0.931], [0.082, -1.555, -1.131], [-2.232, 0.407, 1.051], [1.616, 0.629, 2.518], [2.651, 1.755, -0.685], [1.751, 0.726, -1.943], [0.050, -1.167, -2.200], [-0.809, -2.278, -1.143], [1.002, -2.058, -1.079], [-2.223, 1.433, 0.614], [-2.373, 0.416, 2.240], [-3.096, -0.097, 0.591]], "gap_ev": [7.17, 7.85], "lumo_energy_ev": [0.29, 0.35], "homo_energy_ev": [-6.88, -7.50]}



Model 3:
{"formula": "C7H8O", "method": "ωB97M-V/def2-TZVPD", "symbols": ["C", "C", "C", "C", "C", "C", "C", "O", "H", "H", "H", "H", "H", "H", "H", "H"], "positions_angstrom": [[-2.168, 0.075, 0.137], [-0.603, 0.065, -0.002], [0.301, 1.255, -0.630], [1.439, 1.208, -0.123], [1.364, -0.103, 0.869], [1.336, -1.161, -0.178], [0.062, -1.028, -0.635], [0.003, 0.067, 1.233], [-2.452, -0.772, 0.480], [-2.492, 0.585, 1.272], [-2.868, 0.288, -0.708], [-0.002, 1.988, -1.141], [2.491, 1.507, -0.292], [1.867, -0.342, 1.775], [1.996, -1.930, -0.654], [-0.275, -1.701, -1.403]], "gap_ev": 9.54, "lumo_energy_ev": 1.07, "smiles": "C[C@]12C=C[C@H](C=C1)O2", "homo_energy_ev": -8.47}



Stability, lowest: model 1



Model 1:
{"formula": "C2H3NOS", "method": "ωB97M-V/def2-TZVPD", "symbols": ["C", "N", "O", "C", "S", "H", "H", "H"], "positions_angstrom": [[2.689, -0.177, 0.157], [1.636, 0.487, -0.267], [0.639, -0.375, -0.093], [-0.615, 0.328, 0.216], [-2.190, -0.101, -0.025], [3.639, 0.186, 0.138], [2.714, -1.243, 0.209], [-0.318, 1.355, 0.418]], "gap_ev": 8.88, "lumo_energy_ev": -0.50, "smiles": "C=NOC=S", "homo_energy_ev": -9.38}



Model 2:
{"formula": "C2H3NOS", "method": "ωB97M-V/def2-TZVPD", "symbols": ["C", "C", "N", "O", "S", "H", "H", "H"], "positions_angstrom": [[-1.264, -1.190, -1.046], [-0.901, -0.345, 0.023], [-1.401, -2.034, -1.814], [2.277, 0.367, 0.443], [-1.557, 1.091, 0.074], [1.973, -0.490, 0.871], [1.571, 1.011, 0.394], [-0.699, 1.590, 1.054]], "gap_ev": 8.00, "lumo_energy_ev": -1.73, "homo_energy_ev": -9.73}



Stability, lowest: model 1



Model 1:
{"formula": "C2H3NOS", "method": "ωB97M-V/def2-TZVPD", "symbols": ["O", "C", "S", "C", "N", "H", "H", "H"], "positions_angstrom": [[2.530, -1.293, 0.146], [2.319, -0.178, -0.069], [2.133, 1.332, -0.321], [-1.281, 0.240, 0.307], [-1.573, 0.104, -0.900], [-1.177, -0.551, 1.081], [-0.948, 1.149, 0.769], [-2.002, -0.803, -1.012]], "gap_ev": 10.88, "lumo_energy_ev": 0.66, "smiles": "O=C=S.C=N", "homo_energy_ev": -10.21}



Model 2:
{"formula": "C2H3NOS", "method": "ωB97M-V/def2-TZVPD", "symbols": ["C", "C", "H", "H", "H", "N", "O", "S"], "positions_angstrom": [[-0.501, -1.425, 0.718], [0.502, 1.436, -0.859], [-1.393, -1.617, 1.220], [0.566, -2.335, 0.913], [1.261, 1.494, -1.616], [-0.535, -0.225, 0.258], [0.525, 0.082, -0.532], [-0.425, 2.589, -0.102]], "gap_ev": 8.83, "lumo_energy_ev": -0.16, "homo_energy_ev": -8.99}



Model 3:
{"formula": "C2H3NOS", "method": "ωB97M-V/def2-TZVPD", "symbols": ["C", "N", "S", "C", "O", "H", "H", "H"], "positions_angstrom": [[1.864, -0.091, 0.101], [0.679, 0.278, -0.175], [-0.543, -0.927, -0.104], [-2.040, 0.216, -0.040], [-3.139, -0.184, 0.041], [2.158, -1.116, 0.316], [2.634, 0.601, -0.091], [-1.612, 1.224, -0.049]], "gap_ev": 10.17, "lumo_energy_ev": 0.71, "smiles": "C=NSC=O", "homo_energy_ev": -9.46}



Stability, lowest: model 2



Model 1:
{"formula": "C3H15N2O2", "method": "ωB97M-V/def2-TZVPD", "symbols": ["C", "N", "C", "N", "C", "H", "H", "H", "H", "H", "H", "H", "H", "H", "H", "H", "H", "H", "O", "H", "H", "O"], "positions_angstrom": [[0.408, 0.915, -2.123], [-0.383, -0.150, -2.731], [0.727, 0.348, -0.714], [-0.344, -0.498, -0.167], [-1.575, 0.355, 0.011], [1.387, 1.007, -2.582], [0.046, 1.900, -2.458], [0.123, -0.784, -3.401], [-1.174, 0.296, -3.190], [1.634, -0.265, -0.859], [0.944, 1.060, 0.109], [-0.121, -0.849, 0.807], [-0.495, -1.233, -0.918], [-1.649, 0.678, 1.022], [-1.450, 1.294, -0.796], [-2.421, -0.228, -0.445], [1.032, 1.059, 3.120], [0.025, 2.218, 2.737], [0.426, 1.371, 2.543], [1.485, -2.081, 2.688], [0.460, -2.982, 1.869], [0.564, -2.153, 2.400]], "gap_ev": 11.18, "lumo_energy_ev": -2.78, "homo_energy_ev": -13.96, "charge": 1}



Model 2:
{"formula": "C3H15N2O2", "method": "ωB97M-V/def2-TZVPD", "symbols": ["N", "C", "C", "C", "N", "H", "H", "H", "H", "H", "H", "H", "H", "H", "H", "H", "H", "H", "O", "H", "H", "O"], "positions_angstrom": [[-0.374, 1.513, 0.280], [0.818, 0.873, -0.724], [0.339, 1.193, -2.106], [1.028, -0.645, -0.494], [0.017, -1.410, -1.126], [-1.187, 1.275, -0.303], [-0.320, 2.478, 0.544], [-0.295, 0.967, 1.133], [1.771, 1.290, -0.423], [-0.810, 0.981, -2.177], [0.686, 0.344, -2.726], [0.577, 2.143, -2.454], [2.106, -0.947, -0.997], [1.103, -0.896, 0.595], [0.222, -2.355, -1.412], [-0.890, -1.454, -0.715], [0.375, 0.629, 3.501], [0.979, -0.944, 3.327], [0.272, -0.283, 3.256], [-2.478, -0.824, 0.859], [-2.123, -2.388, 1.269], [-1.818, -1.541, 0.893]], "gap_ev": 9.27, "lumo_energy_ev": -3.32, "homo_energy_ev": -12.60, "charge": 1}



Model 3:
{"formula": "C3H15N2O2", "method": "ωB97M-V/def2-TZVPD", "symbols": ["N", "C", "C", "N", "C", "H", "H", "H", "H", "H", "H", "H", "H", "H", "H", "H", "H", "H", "O", "H", "H", "O"], "positions_angstrom": [[-1.968, 2.420, -0.282], [-2.344, 1.083, -0.688], [-2.325, 0.136, 0.577], [-1.058, -0.617, 0.595], [-0.480, -0.920, 1.939], [-1.338, 2.860, -0.937], [-2.761, 3.026, -0.127], [-0.235, -0.349, 0.058], [-3.342, 1.055, -1.127], [-1.596, 0.749, -1.405], [-2.353, 0.925, 1.323], [-3.214, -0.466, 0.638], [-1.229, -1.526, 0.154], [-0.067, -1.933, 1.909], [-1.206, -1.020, 2.735], [0.379, -0.330, 2.239], [6.582, 0.113, -1.882], [6.424, 0.919, -0.583], [5.928, 0.506, -1.300], [1.173, -3.039, -0.981], [1.573, -1.732, -0.255], [0.818, -2.251, -0.553]], "gap_ev": 10.19, "lumo_energy_ev": -2.99, "homo_energy_ev": -13.19, "charge": 1}



Stability, lowest: model 2



Model 1:
{"formula": "C7H16N3O2", "method": "ωB97M-V/def2-TZVPD", "symbols": ["C", "C", "C", "C", "C", "C", "C", "N", "N", "N", "O", "O", "H", "H", "H", "H", "H", "H", "H", "H", "H", "H", "H", "H", "H", "H", "H", "H"], "positions_angstrom": [[1.799, 0.820, -0.675], [-0.412, 0.401, -0.085], [-1.553, 2.451, -0.320], [-2.869, 0.348, 0.123], [-0.953, -1.403, 1.390], [1.054, -2.209, -1.151], [3.657, 0.783, 0.829], [-1.541, 1.065, 0.147], [-0.127, -0.846, 0.302], [1.098, -1.286, -0.055], [0.512, 0.973, -0.905], [2.265, 1.088, 0.569], [2.504, 0.759, -1.508], [-2.369, 3.037, 0.076], [-0.531, 2.820, -0.289], [-1.868, 2.465, -1.414], [-3.190, 0.162, 1.171], [-3.653, 0.903, -0.428], [-2.692, -0.614, -0.438], [-0.520, -2.336, 1.576], [-0.855, -0.883, 2.299], [-1.925, -1.316, 1.025], [0.280, -1.969, -1.839], [0.846, -3.268, -0.829], [2.093, -2.221, -1.707], [4.176, 1.520, 0.161], [4.054, -0.240, 0.641], [3.784, 1.241, 1.792]], "gap_ev": [7.85, 7.84], "lumo_energy_ev": [-3.94, -3.95], "homo_energy_ev": [-11.79, -11.79], "charge": 1}



Model 2:
{"formula": "C7H16N3O2", "method": "ωB97M-V/def2-TZVPD", "symbols": ["C", "C", "C", "C", "C", "C", "C", "N", "N", "N", "O", "O", "H", "H", "H", "H", "H", "H", "H", "H", "H", "H", "H", "H", "H", "H", "H", "H"], "positions_angstrom": [[-1.623, 0.399, 2.519], [0.173, 1.117, -1.325], [-0.410, -0.138, -2.206], [-0.172, 1.307, 0.200], [-0.598, -0.334, 1.982], [1.315, -1.646, -1.383], [1.563, -0.185, 0.795], [0.068, -1.466, -1.832], [-1.554, 1.707, 2.743], [0.319, 0.235, 1.089], [-2.712, -0.200, 3.175], [-0.771, -1.716, 1.791], [1.314, 1.056, -1.347], [-0.208, 1.949, -1.966], [-1.543, -0.322, -2.288], [-0.029, 0.048, -3.212], [0.178, 2.297, 0.505], [-1.365, 1.250, 0.248], [-2.855, -1.112, 2.931], [2.071, -1.259, -2.015], [1.695, -2.740, -1.211], [1.927, -0.915, 1.502], [1.695, -0.903, -0.359], [2.458, 0.488, 0.747], [-2.436, 2.082, 3.167], [-0.739, 2.123, 3.168], [-0.669, -1.926, -1.245], [-0.030, -2.258, 2.283]], "gap_ev": [6.78, 6.78], "lumo_energy_ev": [-4.46, -4.46], "homo_energy_ev": [-11.25, -11.24], "charge": 1}



Stability, lowest: model 1



Model 1:
{"formula": "C2H3NS3", "method": "ωB97M-V/def2-TZVPD", "symbols": ["C", "C", "N", "S", "S", "S", "H", "H", "H"], "positions_angstrom": [[-1.489, 1.115, 0.198], [0.908, -0.123, -0.060], [-2.014, 0.033, 0.160], [0.414, 1.373, 0.371], [-1.524, -1.464, 0.089], [2.386, -0.856, 0.540], [-1.887, 2.085, 0.080], [0.541, -0.363, -1.062], [2.665, -1.801, -0.315]], "gap_ev": [7.11, 6.61], "lumo_energy_ev": [-0.87, -1.05], "homo_energy_ev": [-7.98, -7.66]}



Model 2:
{"formula": "C2H3NS3", "method": "ωB97M-V/def2-TZVPD", "symbols": ["C", "C", "N", "S", "S", "S", "H", "H", "H"], "positions_angstrom": [[3.959, -0.196, -0.105], [-0.812, 0.888, -1.961], [0.030, 1.338, -1.037], [3.963, -1.751, -0.197], [3.706, 1.334, -0.147], [0.160, 1.510, 0.627], [-1.768, 0.477, -1.747], [-0.593, 0.968, -2.997], [0.845, 1.749, -1.458]], "gap_ev": 8.06, "lumo_energy_ev": -0.17, "homo_energy_ev": -8.23}



Stability, lowest: model 1



Model 1:
{"formula": "C6H15NO3", "method": "ωB97M-V/def2-TZVPD", "symbols": ["C", "C", "C", "O", "N", "C", "C", "C", "O", "H", "H", "H", "H", "H", "H", "H", "H", "H", "H", "H", "H", "H", "O", "H", "H"], "positions_angstrom": [[3.516, -3.391, 0.505], [2.994, -2.222, 1.326], [2.816, -0.949, 0.520], [3.735, -0.439, -0.113], [1.637, -0.258, 0.762], [1.488, 1.162, 0.491], [1.081, 1.458, -0.950], [0.979, 2.949, -1.210], [0.635, 3.155, -2.567], [2.809, -3.660, -0.292], [4.480, -3.149, 0.041], [3.657, -4.270, 1.149], [2.042, -2.480, 1.812], [3.699, -1.981, 2.138], [0.974, -0.679, 1.401], [0.737, 1.557, 1.188], [2.444, 1.656, 0.713], [1.824, 1.020, -1.634], [0.116, 0.979, -1.173], [0.217, 3.394, -0.546], [1.942, 3.435, -0.977], [0.644, 4.097, -2.757], [-0.368, -1.821, -1.925], [-0.698, -1.472, -1.063], [-0.511, -2.770, -1.866]], "gap_ev": 10.16, "lumo_energy_ev": 0.52, "smiles": "CCC(=O)NCCCO.O", "homo_energy_ev": -9.65}



Model 2:
{"formula": "C6H15NO3", "method": "ωB97M-V/def2-TZVPD", "symbols": ["C", "C", "O", "C", "N", "O", "C", "C", "C", "O", "H", "H", "H", "H", "H", "H", "H", "H", "H", "H", "H", "H", "H", "H", "H"], "positions_angstrom": [[-2.672, 0.332, 0.752], [-1.550, -0.314, -0.048], [-1.817, -0.245, -1.440], [-0.097, 0.389, 0.240], [-0.080, 0.959, 1.543], [0.100, 1.405, -0.733], [0.927, -0.747, 0.112], [0.987, -1.375, -1.280], [2.405, -0.261, 0.470], [2.838, 0.924, -0.139], [-3.620, -0.128, 0.474], [-2.729, 1.401, 0.542], [-2.510, 0.185, 1.815], [-1.506, -1.378, 0.200], [-2.294, 0.573, -1.626], [-0.671, 1.780, 1.577], [0.862, 1.218, 1.815], [-0.114, 1.010, -1.593], [0.683, -1.489, 0.875], [0.002, -1.644, -1.650], [1.583, -2.284, -1.237], [1.476, -0.688, -1.969], [2.494, -0.155, 1.563], [3.148, -1.010, 0.178], [2.155, 1.540, -0.442]], "gap_ev": 10.24, "lumo_energy_ev": 0.70, "smiles": "C[C@@H](O)[C@](N)(O)[C@@H](C)CO", "homo_energy_ev": -9.54}



Model 3:
{"formula": "C6H15NO3", "method": "ωB97M-V/def2-TZVPD", "symbols": ["C", "C", "C", "C", "C", "N", "C", "O", "H", "H", "H", "H", "H", "H", "H", "H", "H", "H", "H", "O", "H", "H", "O", "H", "H"], "positions_angstrom": [[2.213, 0.313, 1.475], [1.750, -0.576, 0.607], [1.198, -0.119, -0.711], [-0.341, -0.115, -1.026], [-1.005, 0.626, 0.114], [-2.352, 1.109, -0.298], [-1.236, -0.158, 1.374], [-2.166, -0.935, 1.434], [2.368, 1.391, 1.386], [2.583, 0.137, 2.478], [1.784, -1.605, 0.957], [1.698, -0.745, -1.473], [1.737, 0.798, -0.968], [-0.564, 0.460, -1.941], [-0.731, -1.125, -1.338], [-0.530, 1.640, 0.270], [-2.455, 1.913, -0.890], [-2.946, 0.327, -0.549], [-0.623, -0.019, 2.252], [-0.347, -4.434, 0.418], [-0.970, -3.907, 0.943], [-0.708, -4.217, -0.450], [0.460, 3.077, -1.735], [1.139, 2.548, -1.280], [0.046, 3.618, -1.050]], "gap_ev": 9.65, "lumo_energy_ev": 0.55, "smiles": "C=CCC[C@@H](N)C=O.O.O", "homo_energy_ev": -9.10}



Stability, lowest: model 3



Model 1:
{"formula": "CH4N4", "method": "ωB97M-V/def2-TZVPD", "symbols": ["H", "N", "N", "N", "N", "C", "H", "H", "H"], "positions_angstrom": [[3.443, 0.105, 0.595], [2.780, 0.135, -0.195], [1.653, 0.080, 0.201], [0.486, 0.277, 0.023], [-0.558, -0.744, -0.443], [-1.766, -0.068, -0.140], [-1.701, 0.962, -0.362], [-1.770, 0.019, 0.982], [-2.567, -0.766, -0.661]], "gap_ev": [8.05, 8.30], "lumo_energy_ev": [-0.01, 0.02], "smiles": "[H]/N=N/N=N/C", "homo_energy_ev": [-8.07, -8.28]}



Model 2:
{"formula": "CH4N4", "method": "ωB97M-V/def2-TZVPD", "symbols": ["N", "C", "N", "N", "N", "H", "H", "H", "H"], "positions_angstrom": [[-1.339, 0.311, 0.582], [1.420, 0.852, -0.136], [-1.421, -0.788, -0.014], [0.942, 0.040, 0.682], [-0.327, -1.338, -0.320], [-2.219, 0.833, 0.561], [-0.414, -2.352, -0.401], [0.945, 1.189, -1.058], [2.414, 1.253, 0.103]], "gap_ev": [8.88, 8.27], "lumo_energy_ev": [0.06, -0.69], "homo_energy_ev": [-8.82, -8.95]}



Stability, lowest: model 1